{
  "formula": "C13H20B3NO10",
  "method": "wB97M-V/def2-TZVPD",
  "symbols": ["C", "N", "C", "C", "O", "C", "B", "O", "B", "O", "O", "B", "C", "C", "C", "O", "O", "H", "H", "H", "H", "H", "H", "H", "H", "H", "H", "H", "H", "H", "H", "H", "H", "C", "C", "C", "O", "C", "C", "C", "O", "O", "O", "H", "H", "H", "H"],
  "xyz": [[0.817, -0.854, 1.211], [0.591, -1.282, -0.182], [1.257, -0.367, -1.125], [-0.828, -1.305, -0.413], [-1.515, -0.315, -0.341], [-1.396, -2.668, -0.710], [-2.957, -2.614, -0.868], [-3.790, -3.193, 0.068], [-5.147, -2.999, -0.161], [-6.059, -3.979, 0.118], [-5.531, -1.760, -0.666], [-4.668, -1.200, -1.605], [-4.928, 0.225, -2.191], [-4.308, 1.337, -1.313], [-4.474, 1.140, 0.184], [-3.801, 2.161, 0.921], [-3.547, -1.957, -1.939], [0.773, 0.239, 1.314], [0.063, -1.295, 1.867], [1.806, -1.197, 1.525], [2.131, 0.076, -0.644], [0.606, 0.454, -1.443], [1.610, -0.912, -2.005], [-1.086, -3.351, 0.086], [-0.923, -3.031, -1.631], [-6.617, -4.219, -0.630], [-4.474, 0.294, -3.185], [-6.007, 0.366, -2.317], [-3.245, 1.433, -1.554], [-4.775, 2.294, -1.574], [-4.083, 0.166, 0.504], [-5.526, 1.215, 0.473], [-2.867, 2.105, 0.682], [5.998, 0.905, 0.084], [7.069, 1.048, 0.879], [7.054, 1.934, 2.106], [8.079, 1.974, 2.760], [5.846, 2.667, 2.420], [4.777, 2.526, 1.624], [4.788, 1.625, 0.410], [3.752, 1.561, -0.231], [3.625, 3.148, 1.818], [8.225, 0.439, 0.677], [6.000, 0.273, -0.792], [5.846, 3.307, 3.291], [3.032, 2.862, 1.095], [8.812, 0.721, 1.406]],
  "nbo_charge": [-0.4076, -0.5296, -0.4295, 0.7764, -0.5833, -0.8851, 1.1761, -0.8884, 1.3302, -0.9079, -0.9043, 1.1799, -0.7857, -0.3997, -0.0592, -0.7197, -0.8999, 0.1813, 0.2043, 0.2032, 0.2266, 0.1948, 0.1991, 0.2636, 0.2686, 0.5068, 0.2374, 0.2311, 0.2074, 0.2087, 0.1578, 0.1795, 0.4650, -0.4022, 0.3408, 0.4737, -0.5370, -0.3948, 0.3329, 0.4795, -0.5608, -0.6225, -0.6213, 0.2466, 0.2476, 0.5092, 0.5102],
  "e_homo_ev": -9.24,
  "lumo_energy_ev": -1.668,
  "smiles": "CN(C)C(=O)CB1OB(O)OB(CCCO)O1.O=C1C=C(O)C(=O)C=C1O",
  "homo_lumo_gap_ev": 7.57,
  "fmax_ev_per_a": 0.68
}

=====

{
  "formula": "C2H4OS2",
  "method": "wB97M-V/def2-TZVPD",
  "symbols": ["C", "C", "O", "S", "S", "H", "H", "H", "H"],
  "xyz": [[-0.067, -0.477, 0.462], [0.800, 0.379, -0.014], [1.109, 0.513, -2.602], [0.458, 3.167, -1.209], [0.397, 1.248, -1.559], [-0.034, -1.012, 1.457], [-1.001, -1.011, 0.036], [1.766, 0.772, 0.415], [-0.935, 0.721, -1.889]],
  "nbo_charge": [-0.3756, -0.4273, -0.9343, -0.3949, 1.3556, 0.2254, 0.2293, 0.2639, 0.0581],
  "e_homo_ev": -9.62,
  "lumo_energy_ev": 0.131,
  "smiles": "C=C[S@H](=O)=S",
  "homo_lumo_gap_ev": 9.75,
  "e_above_lowest_kj_mol": 283.30,
  "fmax_ev_per_a": 4.13
}

=====

{
  "formula": "C17H35NO6P",
  "method": "wB97M-V/def2-TZVPD",
  "symbols": ["C", "C", "C", "C", "C", "P", "O", "O", "O", "C", "C", "C", "C", "N", "O", "H", "H", "H", "H", "H", "H", "H", "H", "H", "H", "H", "H", "H", "H", "H", "H", "H", "H", "H", "C", "C", "C", "O", "C", "H", "H", "H", "H", "H", "H", "H", "H", "C", "C", "C", "O", "C", "H", "H", "H", "H", "H", "H", "H", "H"],
  "xyz": [[-2.594, -0.675, -0.073], [-1.130, -0.202, -0.003], [-1.003, 0.909, 1.063], [-0.738, 0.326, -1.393], [0.767, 0.570, -1.529], [1.193, 1.073, -3.214], [1.567, -0.030, -4.090], [-0.058, 1.924, -3.771], [2.378, 2.161, -3.071], [1.533, -0.716, -1.202], [1.217, -1.220, 0.207], [1.853, -2.607, 0.408], [1.804, -0.287, 1.271], [-0.271, -1.382, 0.329], [-0.679, -2.447, -0.262], [-2.779, -1.501, 0.607], [-2.852, -0.963, -1.087], [-3.262, 0.141, 0.194], [-0.466, 0.576, 1.945], [-0.449, 1.768, 0.678], [-1.978, 1.271, 1.368], [-1.062, -0.392, -2.148], [-1.291, 1.252, -1.549], [1.092, 1.353, -0.841], [0.082, 2.869, -3.717], [2.116, 2.948, -2.588], [2.610, -0.569, -1.297], [1.257, -1.488, -1.919], [1.865, -3.178, -0.515], [2.874, -2.476, 0.761], [1.301, -3.169, 1.157], [1.579, -0.629, 2.276], [2.883, -0.277, 1.130], [1.474, 0.739, 1.145], [3.853, -1.327, 6.180], [4.852, -0.172, 6.178], [4.911, 0.178, 4.697], [3.619, -0.118, 4.164], [2.865, -0.878, 5.111], [3.378, -1.496, 7.145], [4.346, -2.252, 5.874], [4.456, 0.670, 6.751], [5.826, -0.434, 6.587], [5.658, -0.430, 4.175], [5.134, 1.230, 4.515], [2.084, -0.238, 5.537], [2.386, -1.711, 4.595], [-5.990, 0.965, -4.173], [-4.714, 1.487, -4.831], [-3.696, 1.308, -3.712], [-4.126, 0.171, -2.961], [-5.453, -0.195, -3.343], [-6.754, 0.653, -4.883], [-6.419, 1.730, -3.522], [-4.447, 0.862, -5.686], [-4.787, 2.518, -5.172], [-3.679, 2.183, -3.049], [-2.684, 1.130, -4.075], [-5.410, -1.117, -3.932], [-6.039, -0.386, -2.444]],
  "nbo_charge": [-0.6003, 0.1061, -0.6264, -0.4212, -0.6229, 2.3651, -1.0677, -0.9885, -0.9819, -0.4174, 0.1145, -0.6063, -0.6250, 0.0136, -0.3900, 0.2289, 0.2360, 0.1986, 0.2262, 0.1948, 0.2196, 0.2354, 0.2220, 0.2240, 0.4981, 0.4895, 0.2252, 0.2429, 0.2228, 0.2047, 0.2269, 0.2236, 0.2211, 0.2020, -0.4302, -0.4304, -0.0657, -0.5423, -0.0678, 0.2182, 0.2034, 0.2019, 0.2181, 0.1650, 0.1835, 0.1645, 0.1847, -0.4302, -0.4302, -0.0702, -0.5451, -0.0654, 0.2175, 0.2002, 0.2054, 0.2152, 0.1566, 0.1982, 0.1674, 0.1839],
  "e_homo_ev": [-8.11, -9.20],
  "spin_multiplicity": 2,
  "lumo_energy_ev": [0.020, 0.018],
  "homo_lumo_gap_ev": [8.13, 9.22],
  "fmax_ev_per_a": 1.14
}

=====

{
  "formula": "C10H14Cl2MnO8",
  "method": "wB97M-V/def2-TZVPD",
  "symbols": ["Mn", "C", "C", "C", "O", "C", "C", "C", "O", "O", "O", "H", "H", "Cl", "Cl", "C", "C", "O", "O", "H", "H", "H", "H", "H", "H", "C", "C", "O", "O", "H", "H", "H", "H", "H", "H"],
  "xyz": [[-2.319, -0.292, -2.261], [1.302, -3.889, 1.313], [0.177, -3.259, 0.567], [-1.282, -3.610, 1.025], [-2.155, -2.930, 0.463], [-1.539, -4.622, 2.037], [-0.451, -5.237, 2.600], [1.064, -4.858, 2.285], [2.137, -5.265, 2.854], [-0.828, -6.073, 3.518], [0.378, -2.420, -0.300], [2.326, -3.705, 1.024], [-2.547, -4.712, 2.415], [-2.357, -2.224, -5.528], [-5.588, 1.344, -2.824], [0.253, 1.654, 3.444], [-0.183, 2.302, 2.148], [-1.236, 1.535, 1.547], [-0.926, 1.361, 4.130], [0.808, 2.353, 4.068], [0.920, 0.838, 3.167], [0.671, 2.450, 1.487], [-0.557, 3.307, 2.342], [-1.901, 1.651, 2.229], [-1.011, 0.426, 4.330], [1.120, 2.630, -4.403], [2.188, 3.576, -3.760], [1.701, 4.855, -3.449], [-0.013, 2.629, -3.496], [1.506, 1.612, -4.445], [0.737, 3.003, -5.353], [3.035, 3.743, -4.425], [2.663, 3.089, -2.909], [2.018, 5.195, -2.609], [-0.111, 3.546, -3.229]],
  "nbo_charge": [1.2282, -0.4707, 0.4207, 0.4015, -0.6208, -0.4721, 0.3866, 0.3958, -0.6693, -0.6831, -0.6117, 0.2028, 0.2150, -0.8606, -0.8653, -0.0953, -0.0858, -0.7053, -0.7428, 0.1547, 0.1881, 0.1739, 0.1447, 0.4752, 0.4927, -0.0873, -0.0910, -0.7424, -0.7318, 0.2007, 0.1746, 0.1557, 0.1710, 0.4802, 0.4730],
  "e_homo_ev": [-1.95, -1.25],
  "spin_multiplicity": 6,
  "lumo_energy_ev": [0.972, 1.255],
  "total_charge": -2,
  "homo_lumo_gap_ev": [2.92, 2.51],
  "e_above_lowest_kj_mol": 940.39,
  "fmax_ev_per_a": 5.06
}